No. 1
Formula: C6H14N2O
Source: the OMol25 dataset
Level of theory: ωB97M-V/def2-TZVPD

Last column: Mulliken charge in e.
Atoms and positions in Å:
C -1.3500 -0.4168 2.4950  -0.737
O -0.4402 0.5783 2.0246  -0.469
C 0.2066 0.1561 0.8719  0.741
C 1.5187 -0.5256 1.1426  -1.039
C -0.2983 0.4043 -0.3594  -0.281
C -1.6047 1.1523 -0.5293  -1.233
N 0.3062 0.0731 -1.5762  0.389
C 1.5929 0.6564 -1.9708  -0.804
N 0.0206 -1.2158 -2.0787  -0.722
H -1.6733 -0.1285 3.4995  0.269
H -2.2349 -0.4631 1.8521  0.248
H -0.8804 -1.4043 2.5585  0.313
H 2.2889 0.2209 1.3605  0.241
H 1.4391 -1.1898 2.0094  0.363
H 1.8567 -1.1441 0.3076  0.345
H -2.3958 0.4609 -0.8379  0.251
H -1.9318 1.6595 0.3832  0.343
H -1.5036 1.9246 -1.3002  0.389
H 2.4329 0.0817 -1.5686  0.280
H 1.6747 1.6912 -1.6208  0.298
H 1.6780 0.6691 -3.0629  0.297
H -0.9881 -1.3161 -2.2078  0.262
H 0.2856 -1.9245 -1.3924  0.256

Computed properties:
- maximum force (eV Å⁻¹) = 2.05
- structure (SMILES) = CO/C(C)=C(\C)N(C)N
- LUMO level (eV) = 0.87
- gap between HOMO and LUMO (eV) = 9.2
- energy relative to the best compared isomer or geometry (same formula, charge and spin) (eV) = 3.3374
- E_HOMO (eV) = -8.293

No. 2
Formula: C6H14N2O
Source: the OMol25 dataset
Level of theory: ωB97M-V/def2-TZVPD

Last column: Mulliken charge in e.
Atoms and positions in Å:
C 1.2940 0.5967 -3.4547  -1.289
C 1.1345 -0.3559 -2.3062  -0.236
C 1.4251 -0.0579 -1.0349  0.460
N 1.3706 -0.9957 0.0033  -0.595
N 1.8209 1.2140 -0.6086  -0.429
H 1.2012 0.0644 -4.3977  0.329
H 0.5344 1.3814 -3.4341  0.261
H 2.2724 1.0822 -3.4388  0.371
H 0.7597 -1.3412 -2.5332  0.260
H 0.8414 -1.8197 -0.2434  0.247
H 1.0423 -0.5958 0.8752  0.215
H 2.4345 1.1810 0.1940  0.268
H 2.2083 1.7751 -1.3534  0.192
C -0.3268 1.0161 2.0223  -1.118
C -1.4085 0.2692 1.8640  0.189
O -1.8276 -0.6138 2.8095  -0.365
C -3.0194 -1.3019 2.5198  -0.693
H -0.0129 1.6959 1.2536  0.448
H 0.2555 0.9624 2.9249  0.287
H -2.0071 0.3176 0.9600  0.325
H -3.8665 -0.6129 2.4309  0.318
H -3.1935 -1.9797 3.3536  0.240
H -2.9325 -1.8815 1.5941  0.315

Computed properties:
- maximum force (eV Å⁻¹) = 0.50
- structure (SMILES) = CC=C(N)N.C=COC
- LUMO level (eV) = 0.95
- gap between HOMO and LUMO (eV) = 8.3
- energy relative to the best compared isomer or geometry (same formula, charge and spin) (eV) = 2.4756
- E_HOMO (eV) = -7.370

No. 3
Formula: C6H14N2O2
Source: the OMol25 dataset
Level of theory: ωB97M-V/def2-TZVPD

Last column: Mulliken spin population.
Atoms and positions in Å:
C 1.0173 -2.7398 -1.4900  1.017
C -1.8027 -0.2927 -1.6044  1.989
C 0.1583 -1.6174 -0.9676  1.796
O 0.3073 -1.1974 0.1855  -1.167
N -0.6198 -1.0790 -1.9256  -0.243
H 1.0657 -3.5449 -0.7707  0.025
H -0.4277 -1.1747 -2.9231  -0.761
H -2.6530 -0.9622 -1.6076  -0.355
H 0.8030 -2.9362 -2.5387  -0.861
H 2.0843 -2.4654 -1.4524  0.089
H -1.7325 0.2363 -0.6564  -0.178
H -1.9193 0.4777 -2.3634  -0.426
C 0.5108 2.6243 0.0688  0.360
C 0.0817 0.2107 2.9247  0.123
C 0.3394 1.4886 2.1832  0.075
O 0.8883 2.4277 2.7586  -0.069
N -0.0377 1.5666 0.8918  -0.208
H -0.1524 0.7055 0.3470  -0.001
H 0.8873 2.1785 -0.8624  -0.217
H -0.7179 0.2895 3.6460  -0.027
H -0.2652 3.3089 -0.2771  -0.019
H 1.3742 3.0688 0.5580  0.051
H -0.1343 -0.6449 2.2921  -0.009
H 0.9450 0.0713 3.5839  0.017

Computed properties:
- maximum force (eV Å⁻¹) = 1.63
- charge = -1
- <S²> = 0.75
- spin multiplicity = 2
- LUMO level (alpha / beta) (eV) = 3.71 / 3.61
- gap between HOMO and LUMO (alpha / beta) (eV) = 3.0 / 9.8
- energy relative to the best compared isomer or geometry (same formula, charge and spin) (eV) = 0.9266
- E_HOMO (alpha / beta) (eV) = 0.701 / -6.213

No. 4
Formula: C6H14N2O2
Source: the OMol25 dataset
Level of theory: ωB97M-V/def2-TZVPD

Last column: Mulliken spin population.
Atoms and positions in Å:
C -1.0419 -2.2518 1.5762  2.973
C -2.3661 0.2061 -0.8541  0.036
C -1.2437 -1.6030 0.2848  -0.393
O -0.4754 -1.7127 -0.6535  -0.379
N -2.3532 -0.8080 0.1199  0.708
H -0.2161 -3.0069 1.4815  -0.176
H -2.9165 -0.5984 0.8809  -0.634
H -2.1957 -0.2421 -1.9571  0.027
H -3.3099 0.8943 -0.7291  -0.354
H -0.4146 -1.6216 2.3538  -0.528
H -1.9784 -2.6731 1.8968  -0.976
H -1.3743 0.8542 -0.9484  0.058
C 3.0942 -0.1771 -0.4215  0.141
C 0.1602 2.2194 -0.0692  0.773
C 1.4558 1.5755 -0.4737  -0.148
O 2.1875 2.0532 -1.3276  -0.060
N 1.8442 0.3816 0.0215  0.028
H 1.2743 -0.2182 0.5734  0.107
H 3.9600 0.5092 -0.0937  -0.011
H -0.0306 3.1968 -0.6101  0.042
H 3.3509 -1.1034 0.1199  -0.086
H 3.1712 -0.1033 -1.5628  -0.011
H -0.6882 1.7290 -0.5851  0.088
H 0.1065 2.5004 0.9772  -0.225

Computed properties:
- maximum force (eV Å⁻¹) = 4.65
- charge = -1
- <S²> = 0.75
- spin multiplicity = 2
- LUMO level (alpha / beta) (eV) = 3.71 / 3.54
- gap between HOMO and LUMO (alpha / beta) (eV) = 2.9 / 9.5
- energy relative to the best compared isomer or geometry (same formula, charge and spin) (eV) = 2.9945
- E_HOMO (alpha / beta) (eV) = 0.842 / -5.981

No. 5
Formula: C6H14N2O2
Source: the OMol25 dataset
Level of theory: ωB97M-V/def2-TZVPD

Last column: Mulliken charge in e.
Atoms and positions in Å:
C -0.5315 2.4746 -1.8008  -0.828
N -0.9921 2.2191 -0.3419  -0.294
C -1.8019 1.1082 -0.3119  0.751
C -2.8261 1.0031 0.8033  -1.164
O -1.7104 0.2202 -1.1216  -0.585
H 0.6021 2.4922 -1.7411  0.244
H -0.8726 1.5984 -2.4805  0.252
H -0.7843 3.3062 -2.2892  0.388
H -1.3795 3.1194 0.0790  0.304
H -2.4836 0.7413 1.8201  0.255
H -3.5927 1.7880 0.9269  0.392
H -3.4830 0.1902 0.4060  0.299
C 1.1372 -2.2772 -1.1199  -0.850
N 0.7888 -1.5939 0.0889  -0.113
C 1.8377 -1.2319 1.0017  0.661
C 1.4895 -0.5882 2.2999  -1.032
O 2.9278 -1.4936 0.6335  -0.562
H 1.5137 -1.5698 -1.8531  0.283
H 1.9020 -3.1874 -0.9944  0.245
H 0.1833 -2.7024 -1.7004  0.275
H -0.1152 -1.3945 0.2081  0.217
H 1.1839 0.4213 2.2066  0.275
H 0.7961 -1.2937 2.8005  0.307
H 2.3843 -0.6305 3.0523  0.281

Computed properties:
- maximum force (eV Å⁻¹) = 6.15
- structure (SMILES) = CNC(C)=O.CNC(C)=O
- LUMO level (eV) = 0.64
- gap between HOMO and LUMO (eV) = 9.7
- energy relative to the best compared isomer or geometry (same formula, charge and spin) (eV) = 2.5415
- E_HOMO (eV) = -9.037

No. 6
Formula: C6H14N2O2
Source: the OMol25 dataset
Level of theory: ωB97M-V/def2-TZVPD

Last column: Mulliken charge in e.
Atoms and positions in Å:
C 2.9182 -0.7597 0.4418  -0.903
N 2.1635 -0.4430 1.6385  -0.223
C 0.8091 -0.6615 1.7215  0.787
C 0.0860 0.0592 2.8213  -1.205
O 0.2925 -1.4738 0.9734  -0.610
H 2.3760 -1.4588 -0.1823  0.336
H 3.1760 0.1488 -0.0982  0.299
H 3.8952 -1.1680 0.7069  0.295
H 2.5702 0.3079 2.1696  0.229
H -0.9721 -0.1240 2.6919  0.296
H 0.4879 -0.2632 3.7810  0.344
H 0.3301 1.1226 2.7730  0.348
C -2.2004 -1.2664 -1.1805  -0.944
N -1.2964 -0.2276 -1.6196  -0.133
C -1.8334 0.9939 -1.9289  0.694
C -0.7638 2.0823 -2.0019  -0.968
O -3.0183 1.2068 -2.0442  -0.621
H -3.1812 -0.8887 -0.9646  0.342
H -2.2600 -2.1129 -1.8569  0.316
H -1.8383 -1.7481 -0.2707  0.300
H -0.3168 -0.3934 -1.6710  0.209
H 0.1522 1.8039 -1.4740  0.227
H -0.4323 2.3663 -2.9935  0.278
H -1.1439 2.8971 -1.4327  0.306

Computed properties:
- maximum force (eV Å⁻¹) = 1.89
- structure (SMILES) = CNC(C)=O.CNC(C)=O
- LUMO level (eV) = 0.56
- gap between HOMO and LUMO (eV) = 9.8
- energy relative to the best compared isomer or geometry (same formula, charge and spin) (eV) = 0.8203
- E_HOMO (eV) = -9.224

No. 7
Formula: C6H14N2O2
Source: the OMol25 dataset
Level of theory: ωB97M-V/def2-TZVPD

Last column: Mulliken charge in e.
Atoms and positions in Å:
C -1.2673 -2.1221 -1.4006  -0.751
N -1.8653 -0.8567 -1.8641  -0.230
C -1.6805 0.3227 -1.2172  0.616
C -2.1181 1.5422 -2.0080  -1.153
O -1.1697 0.3973 -0.1302  -0.628
H -1.8181 -2.4411 -0.5123  0.233
H -1.4149 -2.7988 -2.2338  0.342
H -0.2505 -1.9749 -1.0351  0.239
H -1.9507 -0.8154 -2.8657  0.273
H -1.7377 2.4189 -1.4938  0.292
H -1.7091 1.4874 -3.0139  0.384
H -3.2025 1.6364 -2.0237  0.301
C 1.0437 -1.1037 2.8038  -0.990
N 1.2496 -0.1787 1.6995  -0.078
C 2.3068 0.6680 1.6136  0.681
C 2.2435 1.5799 0.4024  -0.975
O 3.2211 0.6940 2.4148  -0.641
H 1.5478 -0.6874 3.6804  0.325
H -0.0023 -1.1841 3.0818  0.351
H 1.5003 -2.0652 2.5851  0.267
H 0.3963 0.1218 1.2538  0.305
H 3.0365 2.3190 0.4394  0.316
H 2.3919 1.0168 -0.5210  0.258
H 1.2491 2.0235 0.3447  0.263

Computed properties:
- maximum force (eV Å⁻¹) = 1.58
- structure (SMILES) = CNC(C)=O.CNC(C)=O
- LUMO level (eV) = 0.57
- gap between HOMO and LUMO (eV) = 9.7
- energy relative to the best compared isomer or geometry (same formula, charge and spin) (eV) = 0.5480
- E_HOMO (eV) = -9.164

No. 8
Formula: C6H14N2O2
Source: the OMol25 dataset
Level of theory: ωB97M-V/def2-TZVPD

Last column: Mulliken charge in e.
Atoms and positions in Å:
C -1.5881 -0.3921 -2.0069  -1.097
N -0.6315 0.4759 -1.3586  -0.109
C -0.3476 1.7001 -2.0063  0.692
C 0.4969 2.5884 -1.1387  -0.817
O -0.5672 1.8292 -3.1913  -0.607
H -2.3902 -0.8310 -1.4238  0.389
H -2.0364 0.0536 -2.9016  0.357
H -1.1708 -1.2466 -2.5677  0.305
H -0.6746 0.3916 -0.3529  0.208
H 0.9245 1.9999 -0.3304  0.117
H 1.4003 2.8391 -1.7013  0.286
H 0.0440 3.5049 -0.7791  0.264
C 0.5422 0.2539 3.1014  -1.036
N 0.8773 -0.3948 1.8772  -0.147
C 0.4152 -1.6799 1.6250  0.742
C 1.0486 -2.2978 0.4253  -1.100
O -0.4597 -2.1348 2.3347  -0.620
H 0.1855 -0.3673 3.9264  0.332
H 1.3391 0.8600 3.5461  0.352
H -0.2884 0.9749 3.0610  0.292
H 1.7433 -0.0476 1.5056  0.284
H 2.0799 -2.4408 0.7571  0.322
H 0.6325 -3.2261 0.0393  0.301
H 0.9879 -1.6546 -0.4524  0.290

Computed properties:
- maximum force (eV Å⁻¹) = 2.69
- structure (SMILES) = CNC(C)=O.CNC(C)=O
- LUMO level (eV) = 0.54
- gap between HOMO and LUMO (eV) = 10.3
- energy relative to the best compared isomer or geometry (same formula, charge and spin) (eV) = 1.3312
- E_HOMO (eV) = -9.762